Entry 1:
Molecular formula: C20H43MoN2P3S2
Method: DFT, ωB97M-V/def2-TZVPD

The energy above the lowest of the compared OMol25 structures with the same formula, charge and spin comes out at 0.0 kcal per mole. The total charge is +4. Its spin multiplicity is 3. Its HOMO-LUMO gap (spin up / spin down) is 6.671 / 5.709 eV. Its LUMO energy (spin up / spin down) is -14.03 / -14.87 eV. The total energy is -75768.4720 eV.

Geometry as XYZ:
```
71
C20H43MoN2P3S2 ωB97M-V/def2-TZVPD
Mo -0.23 0.19 -0.97
P 1.83 1.14 -0.39
P -1.71 0.30 1.02
P -1.33 2.42 -1.80
H -0.95 -1.56 -2.85
C -0.91 -0.47 -2.80
C 0.48 0.09 -2.89
H 1.29 -0.58 -3.19
C 3.01 -0.08 0.26
C 1.54 2.31 0.97
C 2.80 2.09 -1.59
C -2.99 -0.97 0.73
C -0.78 -0.14 2.54
C -2.63 1.74 1.62
C -0.99 3.20 -3.43
C -1.24 3.93 -0.79
C -3.13 2.10 -2.02
H -1.70 0.03 -3.36
H 0.59 1.08 -3.34
H 3.12 -0.92 -0.44
H 2.68 -0.48 1.22
H 3.98 0.42 0.38
H 1.21 1.79 1.87
H 0.78 3.05 0.70
H 2.49 2.82 1.16
H 3.13 1.45 -2.40
H 3.67 2.51 -1.07
H 2.19 2.91 -2.01
H -3.68 -0.96 1.58
H -2.55 -1.96 0.62
H -3.55 -0.73 -0.18
H -0.81 0.71 3.23
H 0.27 -0.37 2.34
H -1.25 -1.01 3.00
H -3.19 1.42 2.52
H -3.34 2.11 0.88
H -1.93 2.53 1.92
H -1.59 4.12 -3.51
H -1.28 2.53 -4.25
H 0.07 3.47 -3.52
H -1.65 4.76 -1.37
H -0.18 4.15 -0.56
H -1.81 3.82 0.14
H -3.56 2.95 -2.58
H -3.64 2.03 -1.05
H -3.30 1.18 -2.59
C 2.61 -3.89 -2.64
C 1.33 -3.34 -2.80
C 0.22 -4.16 -2.90
C 0.39 -5.55 -2.98
C 1.68 -6.07 -3.12
C 2.80 -5.25 -2.91
S 3.96 -2.87 -2.18
H 3.94 -2.04 -3.19
H 1.27 -2.27 -2.89
H -0.78 -3.71 -2.94
H -0.48 -6.21 -2.96
H 1.82 -7.10 -3.46
H 3.82 -5.62 -2.94
S 0.09 -2.03 -0.29
C 0.23 -3.04 1.20
N -0.67 -3.94 1.60
C -0.31 -4.56 2.85
C 1.04 -3.92 3.18
N 1.26 -3.04 2.05
H -1.55 -4.11 1.11
H -0.22 -5.65 2.74
H -1.06 -4.36 3.63
H 1.83 -4.66 3.26
H 0.99 -3.35 4.12
H 2.06 -2.43 1.96
```

Entry 2:
Molecular formula: C33H88O11
Method: DFT, ωB97M-V/def2-TZVPD

As for the SMILES: CC(C)O.CC(C)O.CC(C)O.CC(C)O.CC(C)O.CC(C)O.CC(C)O.CC(C)O.CC(C)O.CC(C)O.CC(C)O. The energy above the lowest of the compared OMol25 structures with the same formula, charge and spin comes out at 120.7 kcal per mole. The total charge is 0. Its spin multiplicity is 1. Its HOMO-LUMO gap is 10.191 eV. Its LUMO energy is 0.22 eV. The total energy is -58166.6861 eV.

Geometry as XYZ:
```
132
C33H88O11 ωB97M-V/def2-TZVPD
C 29.10 18.10 -2.11
C 30.38 18.07 -3.04
C 29.98 17.89 -4.51
O 31.06 19.28 -2.96
H 29.48 18.16 -1.08
H 28.62 17.12 -2.17
H 28.48 18.92 -2.46
H 31.11 17.32 -2.74
H 30.84 17.94 -5.17
H 29.29 18.69 -4.78
H 29.41 16.98 -4.71
H 30.58 19.99 -3.40
C 25.34 12.08 -3.02
C 26.66 11.48 -3.58
C 26.62 10.02 -3.54
O 26.72 11.89 -4.92
H 25.29 11.83 -1.95
H 24.42 11.72 -3.47
H 25.32 13.17 -3.04
H 27.52 11.90 -3.05
H 25.89 9.64 -4.25
H 26.21 9.63 -2.60
H 27.55 9.49 -3.75
H 25.94 11.54 -5.37
C 33.98 11.57 2.10
C 33.89 10.63 0.92
C 32.95 11.16 -0.16
O 35.17 10.44 0.42
H 34.41 11.06 2.97
H 33.05 12.04 2.41
H 34.55 12.48 1.91
H 33.39 9.72 1.25
H 33.24 12.21 -0.23
H 31.90 11.19 0.13
H 33.00 10.76 -1.17
H 35.52 11.24 0.03
C 28.61 22.58 -11.33
C 29.16 24.02 -11.10
C 29.11 24.86 -12.38
O 28.21 24.60 -10.19
H 28.20 22.20 -10.40
H 29.31 21.83 -11.71
H 27.73 22.62 -11.97
H 30.13 23.97 -10.61
H 29.42 25.88 -12.16
H 28.15 24.93 -12.89
H 29.83 24.49 -13.12
H 28.33 25.55 -10.16
C 29.03 16.55 7.43
C 29.84 16.14 6.22
C 31.28 16.08 6.44
O 29.40 14.87 5.79
H 29.25 17.55 7.80
H 29.40 15.91 8.24
H 27.99 16.42 7.15
H 29.63 16.82 5.40
H 31.70 16.11 5.43
H 31.64 15.15 6.88
H 31.63 16.95 7.00
H 28.45 14.78 5.75
C 23.75 17.84 -6.47
C 22.39 17.52 -7.14
C 21.54 16.46 -6.40
O 21.77 18.79 -7.13
H 24.51 17.09 -6.71
H 23.57 17.83 -5.40
H 24.29 18.74 -6.76
H 22.56 17.19 -8.17
H 21.66 16.55 -5.32
H 21.73 15.43 -6.70
H 20.47 16.67 -6.49
H 22.38 19.45 -7.46
C 26.63 24.86 -3.43
C 28.11 24.96 -3.28
C 28.68 24.67 -1.86
O 28.75 24.00 -4.16
H 26.15 25.42 -2.63
H 26.20 23.86 -3.50
H 26.34 25.37 -4.35
H 28.54 25.91 -3.60
H 28.36 25.31 -1.05
H 29.77 24.69 -1.87
H 28.36 23.67 -1.57
H 28.34 23.94 -5.02
C 34.97 24.65 -7.36
C 35.32 23.21 -7.05
C 34.33 22.23 -7.65
O 36.51 22.95 -7.73
H 35.72 25.38 -7.05
H 34.05 24.90 -6.82
H 34.82 24.87 -8.41
H 35.47 23.09 -5.98
H 34.53 21.22 -7.27
H 34.37 22.28 -8.73
H 33.33 22.43 -7.25
H 37.22 23.51 -7.39
C 36.14 18.98 2.64
C 34.95 19.30 1.66
C 34.41 20.72 1.98
O 35.40 19.24 0.32
H 36.66 18.06 2.39
H 35.68 18.78 3.61
H 36.91 19.74 2.75
H 34.15 18.55 1.73
H 35.15 21.52 2.00
H 33.88 20.82 2.93
H 33.66 20.96 1.22
H 34.66 19.26 -0.30
C 24.28 14.21 2.97
C 23.52 13.71 4.18
C 22.70 12.43 3.85
O 24.43 13.35 5.18
H 24.91 15.08 3.14
H 23.59 14.40 2.15
H 25.04 13.48 2.69
H 22.99 14.62 4.45
H 21.97 12.58 3.05
H 22.08 12.21 4.73
H 23.37 11.60 3.64
H 23.94 12.92 5.88
C 33.21 16.20 -11.11
C 33.76 16.22 -12.50
C 33.67 17.63 -13.10
O 35.18 15.97 -12.42
H 32.17 16.49 -11.19
H 33.75 16.84 -10.41
H 33.10 15.20 -10.69
H 33.26 15.50 -13.14
H 34.17 18.33 -12.42
H 32.60 17.82 -13.11
H 34.04 17.78 -14.12
H 35.64 16.67 -11.96
```